Density functional theory data (wB97M-V/def2-TZVPD) for a molecular structure, H2N4O5.

The geometry in ORCA input format:
```
! wB97M-V def2-TZVPD RIJCOSX def2/J DEFGRID3
* xyz 0 1
N -1.723 -0.650 0.518
N 1.666 1.037 -0.208
N -1.109 -0.041 -0.335
N 1.482 -0.022 -0.872
O -1.398 0.892 -1.004
O 2.184 -0.244 -1.840
O -1.068 -1.565 1.312
O 0.663 1.388 0.696
O 0.483 -0.853 -0.621
H -1.577 -2.236 1.746
H 0.397 2.294 0.607
*
```

Properties
relative energy (zero: lowest compared OMol25 entry of this formula, charge and spin) = 31.2 kcal/mol
frontier orbital gap (spin up / spin down) = 7.62 / 7.62 eV
E_LUMO (spin up / spin down) = -1.90 / -1.90 eV
strongest force on any atom = 3.63 eV/Å

***

Density functional theory data (wB97M-V/def2-TZVPD) for 3 unconnected molecules or ions with the total composition C2H10N2O2.

The geometry in ORCA input format:
```
! wB97M-V def2-TZVPD RIJCOSX def2/J DEFGRID3
* xyz 0 1
C -1.829 1.192 -0.661
N -0.844 0.149 -0.846
C -0.745 -0.783 0.007
N -1.654 -0.892 1.069
H -2.835 0.751 -0.597
H -1.706 1.734 0.278
H -1.867 1.779 -1.575
H 0.030 -1.522 0.171
H -1.551 -1.616 1.745
H -2.613 -0.819 0.743
O 1.920 0.967 -0.882
H 2.284 1.331 -1.690
H 0.947 1.098 -0.855
O 2.487 -0.910 1.112
H 2.709 -0.595 1.997
H 2.486 -0.090 0.568
*
```

Properties
relative energy (zero: lowest compared OMol25 entry of this formula, charge and spin) = 14.4 kcal/mol
frontier orbital gap = 10.20 eV
E_LUMO = 0.85 eV
strongest force on any atom = 2.21 eV/Å

***

Density functional theory data (wB97M-V/def2-TZVPD) for 8 unconnected molecules or ions with the total composition C19H47BN3O15.

The geometry in ORCA input format:
```
! wB97M-V def2-TZVPD RIJCOSX def2/J DEFGRID3
* xyz -1 1
O -2.304 0.890 1.789
C -1.417 0.142 1.503
O -0.518 0.282 0.540
B 0.385 -0.882 0.522
O -0.209 -1.852 1.476
C -1.258 -1.288 2.057
O -2.024 -1.843 2.793
O 1.755 -0.506 0.913
C 2.610 -1.045 0.067
O 3.808 -0.950 0.125
C 1.795 -1.622 -1.115
O 0.511 -1.453 -0.834
O 2.268 -2.130 -2.088
C 4.562 2.675 -0.995
C 6.012 2.227 -0.911
C 6.355 1.657 0.462
O 7.745 1.436 0.508
C 8.194 1.152 1.810
N 6.250 1.250 -2.016
H 4.341 3.364 -0.170
H 3.869 1.843 -0.845
H 4.338 3.151 -1.945
H 6.683 3.053 -1.160
H 5.768 0.744 0.614
H 6.058 2.399 1.216
H 7.975 0.124 2.117
H 7.832 1.878 2.543
H 9.287 1.230 1.799
H 7.252 1.072 -2.029
H 5.885 0.350 -1.704
C -5.480 1.844 1.520
C -6.304 1.516 0.315
C -7.783 1.832 0.483
O -8.266 1.028 1.538
C -9.644 1.197 1.729
N -5.730 2.143 -0.897
H -4.437 1.563 1.357
H -5.748 1.361 2.456
H -5.464 2.928 1.681
H -6.300 0.421 0.192
H -8.326 1.611 -0.447
H -7.925 2.900 0.704
H -9.893 2.214 2.058
H -9.965 0.493 2.497
H -10.224 0.983 0.821
H -6.284 1.839 -1.702
H -4.901 1.577 -1.097
C -0.845 -1.281 -4.024
C -1.032 0.223 -3.947
C -2.342 0.654 -4.551
O -2.334 0.438 -5.950
C -3.423 1.050 -6.583
N -1.002 0.734 -2.576
H 0.173 -1.570 -3.755
H -1.112 -1.711 -4.991
H -1.458 -1.791 -3.271
H -0.199 0.716 -4.455
H -2.546 1.713 -4.333
H -3.166 0.098 -4.070
H -3.379 2.143 -6.562
H -4.379 0.730 -6.136
H -3.465 0.680 -7.608
H -1.908 0.802 -2.131
H -0.394 0.243 -1.935
O 5.626 -2.049 -1.849
H 5.171 -2.807 -2.222
H 5.066 -1.757 -1.114
C 3.060 -4.919 0.052
O 2.318 -6.087 0.372
H 2.930 -4.657 -0.998
H 2.853 -4.096 0.736
H 4.144 -5.083 0.138
H 2.928 -6.744 0.712
C 0.876 -2.725 5.503
O -0.530 -2.984 5.415
H 1.045 -2.086 6.378
H 1.412 -3.656 5.682
H 1.220 -2.249 4.587
H -0.889 -2.286 4.856
C 0.652 0.630 4.496
O 0.502 1.539 5.588
H 1.712 0.380 4.480
H 0.039 -0.250 4.663
H 0.293 1.080 3.567
H 1.249 2.139 5.583
*
```

Properties
frontier orbital gap = 9.10 eV
E_LUMO = 2.42 eV
strongest force on any atom = 1.41 eV/Å

***

Density functional theory data (wB97M-V/def2-TZVPD) for 2 unconnected molecules or ions with the total composition C6H10Br2.

The geometry in ORCA input format:
```
! wB97M-V def2-TZVPD RIJCOSX def2/J DEFGRID3
* xyz 0 1
C -1.557 1.329 0.227
C -0.275 1.111 0.349
C -2.356 2.497 0.062
C 0.659 -1.971 -0.999
C 2.370 -1.092 0.633
C 0.922 -1.361 0.284
Br -2.602 -0.196 -0.330
Br 0.890 2.506 0.636
H -3.453 2.365 0.235
H -2.182 2.946 -0.989
H -2.263 3.320 0.784
H -0.389 -1.687 -1.275
H 0.717 -3.162 -0.829
H 1.228 -1.808 -1.918
H 2.827 -0.209 0.209
H 2.591 -1.074 1.731
H 2.825 -1.957 0.161
H 0.048 -1.557 1.028
*
```

Properties
relative energy (zero: lowest compared OMol25 entry of this formula, charge and spin) = 97.6 kcal/mol
frontier orbital gap (spin up / spin down) = 8.60 / 6.97 eV
E_LUMO (spin up / spin down) = -0.02 / -0.93 eV
strongest force on any atom = 4.35 eV/Å

***

What did the third record say?
Density functional theory data (wB97M-V/def2-TZVPD) for 8 unconnected molecules or ions with the total composition C19H47BN3O15.

The geometry in ORCA input format:
```
! wB97M-V def2-TZVPD RIJCOSX def2/J DEFGRID3
* xyz -1 1
O -2.304 0.890 1.789
C -1.417 0.142 1.503
O -0.518 0.282 0.540
B 0.385 -0.882 0.522
O -0.209 -1.852 1.476
C -1.258 -1.288 2.057
O -2.024 -1.843 2.793
O 1.755 -0.506 0.913
C 2.610 -1.045 0.067
O 3.808 -0.950 0.125
C 1.795 -1.622 -1.115
O 0.511 -1.453 -0.834
O 2.268 -2.130 -2.088
C 4.562 2.675 -0.995
C 6.012 2.227 -0.911
C 6.355 1.657 0.462
O 7.745 1.436 0.508
C 8.194 1.152 1.810
N 6.250 1.250 -2.016
H 4.341 3.364 -0.170
H 3.869 1.843 -0.845
H 4.338 3.151 -1.945
H 6.683 3.053 -1.160
H 5.768 0.744 0.614
H 6.058 2.399 1.216
H 7.975 0.124 2.117
H 7.832 1.878 2.543
H 9.287 1.230 1.799
H 7.252 1.072 -2.029
H 5.885 0.350 -1.704
C -5.480 1.844 1.520
C -6.304 1.516 0.315
C -7.783 1.832 0.483
O -8.266 1.028 1.538
C -9.644 1.197 1.729
N -5.730 2.143 -0.897
H -4.437 1.563 1.357
H -5.748 1.361 2.456
H -5.464 2.928 1.681
H -6.300 0.421 0.192
H -8.326 1.611 -0.447
H -7.925 2.900 0.704
H -9.893 2.214 2.058
H -9.965 0.493 2.497
H -10.224 0.983 0.821
H -6.284 1.839 -1.702
H -4.901 1.577 -1.097
C -0.845 -1.281 -4.024
C -1.032 0.223 -3.947
C -2.342 0.654 -4.551
O -2.334 0.438 -5.950
C -3.423 1.050 -6.583
N -1.002 0.734 -2.576
H 0.173 -1.570 -3.755
H -1.112 -1.711 -4.991
H -1.458 -1.791 -3.271
H -0.199 0.716 -4.455
H -2.546 1.713 -4.333
H -3.166 0.098 -4.070
H -3.379 2.143 -6.562
H -4.379 0.730 -6.136
H -3.465 0.680 -7.608
H -1.908 0.802 -2.131
H -0.394 0.243 -1.935
O 5.626 -2.049 -1.849
H 5.171 -2.807 -2.222
H 5.066 -1.757 -1.114
C 3.060 -4.919 0.052
O 2.318 -6.087 0.372
H 2.930 -4.657 -0.998
H 2.853 -4.096 0.736
H 4.144 -5.083 0.138
H 2.928 -6.744 0.712
C 0.876 -2.725 5.503
O -0.530 -2.984 5.415
H 1.045 -2.086 6.378
H 1.412 -3.656 5.682
H 1.220 -2.249 4.587
H -0.889 -2.286 4.856
C 0.652 0.630 4.496
O 0.502 1.539 5.588
H 1.712 0.380 4.480
H 0.039 -0.250 4.663
H 0.293 1.080 3.567
H 1.249 2.139 5.583
*
```

Properties
frontier orbital gap = 9.10 eV
E_LUMO = 2.42 eV
strongest force on any atom = 1.41 eV/Å

***

Question: Look up the strongest force on any atom of the second one.
Answer: 2.21 eV/Å

***

Question: Which of these has the highest strongest force on any atom?
Answer: C6H10Br2

***

Question: Number 4 is which compound?
Answer: C6H10Br2